1.
85
Properties=species:S:1:pos:R:3:lowdin_charge:R:1 method="wB97M-V/def2-TZVPD" relative_energy_kj_mol=176.2 homo_energy_ha=-0.1688 charge=-1 e_tot_ha=-5452.713147
Zr -0.44 0.22 1.19 1.699
C -1.63 -2.36 -5.06 -0.052
C -1.71 -1.52 -3.81 -0.280
C -2.85 -1.53 -3.01 -0.049
C -2.92 -0.76 -1.87 -0.034
C -1.84 0.03 -1.45 -0.290
N -1.92 0.80 -0.29 -0.079
C -2.83 1.83 -0.23 -0.204
C -3.58 2.23 -1.37 -0.013
C -4.41 3.33 -1.36 -0.051
C -4.56 4.12 -0.22 -0.285
C -5.42 5.36 -0.22 -0.065
C -3.85 3.74 0.91 0.002
C -3.01 2.63 0.93 -0.062
C -2.25 2.29 2.20 -0.326
O -1.87 0.99 2.31 -0.288
C -3.06 2.64 3.50 -0.530
F -4.35 2.29 3.38 0.160
F -2.57 1.98 4.56 0.144
F -3.04 3.95 3.83 0.130
C -0.93 3.14 2.30 -0.520
F -0.30 2.91 3.46 0.161
F -0.08 2.72 1.31 0.090
F -1.04 4.46 2.17 0.174
C -0.66 -0.01 -2.23 -0.127
C -0.63 -0.76 -3.40 -0.024
C 0.58 0.73 -1.69 -0.308
O 0.79 0.58 -0.34 -0.285
C 0.44 2.25 -2.10 -0.526
F -0.34 2.95 -1.27 0.175
F -0.08 2.39 -3.33 0.150
F 1.63 2.89 -2.12 0.141
C 1.89 0.26 -2.36 -0.528
F 2.03 -1.08 -2.29 0.131
F 2.01 0.61 -3.66 0.146
F 2.98 0.78 -1.74 0.125
H -2.63 -2.51 -5.48 0.072
H -1.01 -1.88 -5.81 0.074
H -1.21 -3.34 -4.84 0.079
H -3.69 -2.15 -3.30 0.112
H -3.81 -0.76 -1.26 0.131
H -3.47 1.67 -2.28 0.105
H -4.95 3.59 -2.26 0.107
H -6.24 5.26 -0.93 0.068
H -5.83 5.55 0.77 0.071
H -4.83 6.23 -0.51 0.075
H -3.95 4.34 1.80 0.116
H 0.27 -0.79 -4.01 0.115
Cl -2.28 -1.41 4.01 0.712
C -2.35 -2.23 2.49 -0.673
C -1.49 -1.85 1.43 -0.238
C -1.48 -2.79 0.39 -0.670
Cl -0.23 -2.59 -0.79 0.826
C -2.32 -3.88 0.27 -0.718
Cl -2.25 -4.91 -1.11 0.661
C -3.22 -4.14 1.30 -0.722
Cl -4.30 -5.48 1.20 0.655
C -3.20 -3.33 2.43 -0.719
Cl -4.23 -3.72 3.75 0.649
C 1.49 -0.89 4.20 -0.070
C 0.72 -0.40 3.00 -0.389
O 1.06 0.72 2.53 -0.215
H 1.10 -0.33 5.06 0.084
H 2.56 -0.67 4.10 0.073
H 1.34 -1.95 4.37 0.065
N 10.43 -0.51 -1.29 0.148
C 9.34 -0.73 -1.00 -0.192
C 8.00 -1.01 -0.61 -0.240
C 7.67 -2.28 -0.12 -0.023
C 6.38 -2.56 0.28 -0.002
C 5.38 -1.60 0.17 -0.163
C 5.70 -0.33 -0.32 0.011
C 7.00 -0.05 -0.71 -0.011
N 4.07 -1.89 0.57 -0.001
C 3.52 -3.15 0.78 -0.041
C 2.23 -2.94 1.15 -0.136
N 1.97 -1.59 1.19 0.036
C 3.07 -0.99 0.85 -0.130
H 8.44 -3.03 -0.04 0.120
H 6.16 -3.54 0.67 0.106
H 4.94 0.42 -0.43 0.102
H 7.24 0.93 -1.10 0.124
H 4.06 -4.06 0.60 0.108
H 1.47 -3.66 1.40 0.104
H 3.18 0.08 0.80 0.136

---

2.
81
Properties=species:S:1:pos:R:3:lowdin_charge:R:1 method="wB97M-V/def2-TZVPD" relative_energy_kj_mol=87.8 spin_multiplicity=2 homo_energy_ha="-0.6309 / -0.6303" charge=+3 s2=0.76 e_tot_ha=-4191.608170
Pt -0.19 0.02 0.01 1.038
N -2.89 -0.75 -1.20 -0.037
P -1.38 -1.47 -1.20 0.943
C -0.56 -1.28 -2.75 -0.358
C 0.68 -1.92 -2.91 -0.076
C 1.34 -1.80 -4.12 -0.029
C 0.77 -1.07 -5.15 -0.005
C -0.46 -0.43 -4.99 -0.028
C -1.13 -0.53 -3.78 -0.058
C -1.49 -3.14 -0.66 -0.337
C -2.21 -3.96 -1.54 -0.063
C -2.35 -5.31 -1.25 -0.024
C -1.74 -5.83 -0.12 -0.010
C -1.00 -5.02 0.73 -0.032
C -0.88 -3.66 0.47 -0.079
C -3.00 0.59 -0.88 -0.372
C -4.14 1.34 -1.10 0.038
C -4.14 2.67 -0.74 0.021
C -2.99 3.24 -0.19 0.000
C -1.89 2.44 0.01 -0.093
N -1.91 1.12 -0.31 -0.083
H -3.72 -1.29 -1.38 0.151
H 1.11 -2.51 -2.11 0.119
H 2.29 -2.30 -4.26 0.127
H 1.28 -0.99 -6.10 0.131
H -0.90 0.12 -5.81 0.128
H -2.09 -0.04 -3.66 0.110
H -2.64 -3.57 -2.46 0.122
H -2.91 -5.95 -1.92 0.130
H -1.83 -6.89 0.10 0.131
H -0.52 -5.44 1.60 0.126
H -0.32 -3.03 1.14 0.061
H -5.01 0.89 -1.57 0.139
H -5.02 3.28 -0.91 0.141
H -2.95 4.28 0.09 0.133
H -0.98 2.82 0.45 0.106
C 3.11 1.48 -1.26 -0.010
C 2.75 0.74 0.03 -0.471
C 3.91 -0.12 0.54 0.011
O 1.71 -0.18 -0.29 -0.254
H 3.93 2.16 -1.06 0.109
H 2.27 2.06 -1.63 0.086
H 3.43 0.77 -2.02 0.100
H 2.41 1.43 0.81 0.113
H 4.19 -0.85 -0.21 0.107
H 3.66 -0.60 1.47 0.041
H 4.75 0.56 0.70 0.115
C -3.82 -2.96 3.16 -0.024
C -3.99 -1.80 2.40 -0.047
C -2.93 -0.93 2.24 -0.138
C -1.68 -1.21 2.81 -0.332
C -1.53 -2.38 3.57 -0.100
C -2.60 -3.24 3.75 -0.037
Ge -0.23 0.03 2.77 1.132
C -0.63 1.89 2.92 -0.337
C 0.34 2.88 2.66 -0.131
C 0.03 4.22 2.82 -0.039
C -1.25 4.58 3.23 -0.022
C -2.21 3.62 3.49 -0.038
C -1.91 2.27 3.32 -0.095
C 1.53 -0.59 3.13 -0.333
C 1.92 -1.90 2.82 -0.122
C 3.15 -2.37 3.23 -0.049
C 4.01 -1.53 3.94 -0.026
C 3.64 -0.23 4.24 -0.033
C 2.40 0.25 3.84 -0.088
H -4.66 -3.62 3.31 0.127
H -4.96 -1.57 1.98 0.118
H -3.08 0.00 1.70 0.078
H -0.58 -2.61 4.04 0.110
H -2.49 -4.13 4.36 0.127
H 1.35 2.60 2.39 0.087
H 0.78 4.97 2.64 0.126
H -1.49 5.63 3.36 0.128
H -3.20 3.91 3.84 0.126
H -2.66 1.53 3.55 0.106
H 1.25 -2.56 2.27 0.083
H 3.46 -3.38 3.00 0.126
H 4.97 -1.90 4.26 0.130
H 4.30 0.41 4.81 0.128
H 2.10 1.25 4.10 0.103

---

3.
8
Properties=species:S:1:pos:R:3:lowdin_charge:R:1 method="wB97M-V/def2-TZVPD" relative_energy_kj_mol=153.7 homo_energy_ha=-0.3230 e_tot_ha=-1373.053216
N -0.20 -0.90 -1.53 -0.220
N 0.17 0.45 0.90 -0.236
P 0.65 0.47 -0.66 -0.182
Cl 2.59 0.63 -0.61 0.328
Cl 0.12 2.31 -1.11 0.328
H 0.05 -0.87 -2.42 -0.176
H 0.26 -0.47 1.38 0.077
H -0.75 0.98 1.01 0.079

---

4.
12
Properties=species:S:1:pos:R:3:lowdin_charge:R:1 method="wB97M-V/def2-TZVPD" relative_energy_kj_mol=288.7 homo_energy_ha=-0.3180 e_tot_ha=-269.236291
O -2.89 0.14 0.14 -0.027
C 0.56 0.05 0.09 -0.241
C 1.55 0.71 -0.78 -0.093
C 1.60 -0.80 -0.53 -0.094
C -0.60 0.12 0.63 0.053
C -1.85 0.20 1.04 -0.211
H -3.51 -0.52 0.44 0.092
H 1.18 1.07 -1.74 0.106
H 2.34 1.31 -0.33 0.101
H 1.26 -1.47 -1.31 0.105
H 2.40 -1.17 0.09 0.101
H -2.12 0.36 2.09 0.107

---

5.
11
Properties=species:S:1:pos:R:3:lowdin_charge:R:1 method="wB97M-V/def2-TZVPD" relative_energy_kj_mol=230.5 homo_energy_ha=-0.3635 e_tot_ha=-1055.362731
C -1.12 -0.75 0.15 -0.150
C 0.28 0.41 -0.02 -0.341
C -1.08 0.42 -0.75 -0.552
F -1.62 -0.53 1.29 0.087
F 0.28 1.39 0.95 0.001
F -1.10 0.24 -2.06 0.160
F -1.81 1.48 -0.56 0.185
F 1.49 -1.87 -0.33 -0.239
F 2.52 -0.31 1.03 -0.273
P 1.08 -1.08 0.97 0.987
H 1.08 0.59 -0.67 0.135

---

6.
12
Properties=species:S:1:pos:R:3:lowdin_charge:R:1 method="wB97M-V/def2-TZVPD" relative_energy_kj_mol=659.4 homo_energy_ha=-0.3233 e_tot_ha=-410.752144
C -0.95 -0.39 0.11 -0.172
C 0.31 -0.10 -0.36 -0.314
N 0.78 -0.41 -1.62 0.103
O -1.55 -0.04 1.28 0.016
N 0.57 1.42 0.01 0.013
N 0.13 1.97 1.01 0.051
C -0.24 -1.89 0.30 -0.201
N -0.18 -3.02 0.57 0.128
H -0.95 0.58 1.75 0.076
H 0.70 0.35 -2.28 0.105
H 0.86 -1.38 -1.91 0.106
H 0.52 2.92 1.15 0.089

---

7.
22
Properties=species:S:1:pos:R:3:lowdin_charge:R:1 method="wB97M-V/def2-TZVPD" relative_energy_kj_mol=383.3 homo_energy_ha=-0.3116 e_tot_ha=-1113.251872
C -0.93 0.29 0.28 -0.231
C -0.48 0.66 1.57 -0.411
C 1.22 -0.62 0.20 -0.647
C -2.23 0.48 -0.31 -0.015
C -0.24 -0.84 -1.78 0.009
N 0.01 -0.46 -0.36 -0.097
N 1.97 -1.75 0.09 0.097
N -1.20 1.39 2.48 -0.396
N 2.37 0.65 -0.71 -0.328
O -2.37 1.70 2.23 0.034
O -0.68 1.58 3.60 0.028
O 1.86 1.61 -1.24 0.027
O 3.55 0.34 -0.77 0.012
S 1.13 0.05 1.88 1.115
H -2.38 1.25 -1.12 0.129
H -2.87 0.89 0.52 0.093
H -2.56 -0.37 -0.98 0.093
H -1.29 -1.17 -2.03 0.097
H 0.10 0.09 -2.41 0.136
H 0.46 -1.64 -2.00 0.080
H 2.97 -1.70 0.21 0.104
H 1.60 -2.44 0.64 0.072

---

8.
34
Properties=species:S:1:pos:R:3:lowdin_charge:R:1 method="wB97M-V/def2-TZVPD" spin_multiplicity=5 homo_energy_ha="-0.4177 / -0.4583" charge=+1 s2=6.04 e_tot_ha=-8776.450019
Ir -0.45 0.10 0.42 1.377
C -2.11 0.09 3.39 -0.010
C -0.64 0.01 3.61 -0.265
C -0.09 0.07 4.91 0.034
C 1.27 0.02 5.10 0.020
C 2.11 -0.08 3.98 -0.168
C 3.55 -0.13 4.01 -0.587
Br 4.44 -0.07 5.64 0.926
C 4.30 -0.23 2.85 -0.141
C 3.70 -0.26 1.61 -0.585
Br 4.70 -0.37 0.06 0.936
C 2.27 -0.20 1.50 -0.358
O 1.67 -0.20 0.40 -0.135
C 1.50 -0.12 2.73 -0.133
N 0.16 -0.09 2.56 0.032
H -2.65 -0.07 4.32 0.091
H -2.43 -0.65 2.66 0.073
H -2.36 1.08 3.00 0.096
H -0.76 0.15 5.75 0.130
H 1.69 0.06 6.09 0.099
H 5.38 -0.26 2.92 0.111
Br -2.45 -2.44 -0.45 0.809
C -3.19 -0.72 -0.64 -0.738
C -4.46 -0.52 -1.15 -0.068
C -4.92 0.79 -1.24 -0.004
C -4.12 1.84 -0.81 0.036
C -2.87 1.55 -0.31 -0.171
N -2.41 0.29 -0.25 -0.140
C -1.93 2.62 0.25 -0.583
O -2.26 3.77 0.23 0.124
O -0.81 2.14 0.74 -0.189
H -5.06 -1.35 -1.47 0.117
H -5.90 0.98 -1.63 0.127
H -4.44 2.87 -0.84 0.136

---

9.
29
Properties=species:S:1:pos:R:3:lowdin_charge:R:1 method="wB97M-V/def2-TZVPD" spin_multiplicity=3 homo_energy_ha="-0.2607 / -0.3656" s2=2.01 e_tot_ha=-724.492846
C -1.28 1.33 0.01 -0.431
C -0.91 0.19 -2.05 -0.379
C -0.28 -2.05 0.62 -0.106
C 1.11 1.59 0.19 -0.139
C 0.28 -0.71 -0.01 -0.114
C -1.08 -0.07 -0.55 -0.278
C 1.06 0.27 0.93 -0.529
C -2.09 -0.02 -2.91 0.006
C 2.52 -0.24 1.03 -0.043
C 0.41 0.43 2.31 -0.023
N -1.68 -1.97 0.40 0.063
N -2.10 -1.00 -0.24 0.100
O -2.37 1.69 0.25 0.181
O 0.16 0.47 -2.52 0.113
O -0.19 2.20 0.15 0.031
H 0.04 -2.92 0.11 0.104
H 0.11 -1.96 1.66 0.104
H 1.76 2.36 0.63 0.144
H 1.43 1.32 -0.83 0.122
H 0.91 -0.82 -0.84 0.113
H -2.45 -1.12 -2.81 0.125
H -1.75 0.16 -3.92 0.085
H -2.96 0.59 -2.68 0.091
H 2.70 -1.39 1.24 0.121
H 2.85 0.43 1.86 0.089
H 3.15 -0.11 0.02 0.127
H 0.58 -0.54 2.70 0.044
H -0.76 0.59 2.25 0.135
H 0.82 1.29 3.02 0.141

---

10.
8
Properties=species:S:1:pos:R:3:lowdin_charge:R:1 method="wB97M-V/def2-TZVPD" relative_energy_kj_mol=0.0 spin_multiplicity=3 homo_energy_ha="-0.2864 / -0.3867" s2=2.01 e_tot_ha=-3671.517027
C -1.42 0.25 -0.38 -0.627
C 1.24 -0.45 0.33 -1.243
F 1.22 -1.28 1.37 -0.053
Cl 1.78 -1.16 -1.12 0.658
Cl 1.84 1.11 0.75 0.591
Br -1.16 2.00 -0.03 0.660
H -1.75 -0.05 -1.37 -0.009
H -1.76 -0.42 0.45 0.022

---

11.
73
Properties=species:S:1:pos:R:3:lowdin_charge:R:1 method="wB97M-V/def2-TZVPD" relative_energy_kj_mol=0.0 homo_energy_ha=-0.1857 e_tot_ha=-2381.786801
C 8.63 1.64 0.49 -0.052
C 7.15 1.84 0.60 -0.258
C 6.25 1.01 -0.10 0.007
C 4.89 1.33 -0.18 -0.189
C 4.00 0.53 -1.06 -0.045
C 4.42 2.43 0.54 -0.113
N 3.08 2.86 0.35 0.022
C 1.96 2.10 0.30 -0.007
N 0.87 2.92 0.31 0.038
C -0.48 2.54 0.39 -0.147
C -0.81 1.41 1.24 -0.288
C 0.03 0.83 2.18 -0.037
C -2.19 0.99 1.22 -0.075
C -3.17 1.78 0.66 -0.313
C -4.62 1.44 0.82 -0.058
C -2.82 2.96 -0.02 -0.066
C -1.48 3.32 -0.20 -0.223
C -1.26 4.55 -1.04 -0.071
C 1.35 4.24 0.36 -0.001
C 2.68 4.21 0.29 -0.017
C 5.27 3.19 1.36 -0.190
C 4.79 4.28 2.27 -0.051
C 6.63 2.89 1.36 -0.001
H 9.14 2.22 1.27 0.076
H 8.91 0.58 0.59 0.084
H 9.00 1.99 -0.48 0.089
H 6.61 0.13 -0.63 0.125
H 3.50 -0.28 -0.52 0.096
H 3.23 1.13 -1.56 0.084
H 4.62 0.07 -1.84 0.087
H -0.42 0.13 2.88 0.030
H 1.94 1.03 0.41 0.140
H 1.08 1.10 2.27 0.008
H -2.47 0.08 1.75 0.112
H -5.21 2.05 0.13 0.075
H -4.80 0.38 0.60 0.048
H -4.96 1.64 1.84 0.088
H -3.61 3.57 -0.44 0.102
H -1.95 4.52 -1.90 0.084
H -1.53 5.47 -0.49 0.090
H -0.25 4.66 -1.42 0.059
H 0.69 5.08 0.49 0.131
H 3.38 5.02 0.22 0.123
H 5.55 4.41 3.05 0.084
H 4.70 5.26 1.76 0.079
H 3.84 4.06 2.77 0.096
H 7.30 3.49 1.98 0.122
C -3.75 -6.32 -0.80 -0.034
C -3.31 -4.90 -1.16 -0.574
C -2.72 -4.92 -2.55 -0.069
C -4.44 -3.88 -1.05 -0.185
C -4.20 -2.51 -1.18 -0.540
I -2.34 -1.57 -1.60 1.054
C -5.25 -1.58 -1.13 -0.177
C -6.57 -2.02 -1.01 -0.074
C -6.82 -3.39 -0.90 -0.075
C -5.77 -4.30 -0.84 -0.024
O -2.38 -4.51 -0.10 -0.483
S -0.78 -4.05 -0.27 0.942
C -0.02 -5.54 0.44 -0.794
F 1.31 -5.58 0.15 0.068
F -0.17 -5.60 1.79 0.071
F -0.60 -6.67 -0.08 0.063
H -4.59 -6.64 -1.43 0.088
H -2.93 -7.03 -0.96 0.084
H -4.06 -6.37 0.25 0.103
H -3.51 -5.23 -3.25 0.108
H -2.39 -3.92 -2.85 -0.002
H -1.90 -5.64 -2.61 0.090
H -5.06 -0.51 -1.23 0.069
H -7.38 -1.29 -1.03 0.109
H -7.84 -3.76 -0.85 0.104
H -5.98 -5.36 -0.67 0.105

---

12.
58
Properties=species:S:1:pos:R:3:lowdin_charge:R:1 method="wB97M-V/def2-TZVPD" homo_energy_ha=-0.3069 e_tot_ha=-1771.554976
N 5.33 -0.19 -1.46 0.207
C 4.97 0.82 -1.88 -0.311
O 4.49 1.91 -2.38 0.104
C 3.56 2.54 -1.51 -0.258
O 3.45 3.90 -1.82 0.147
C 2.17 4.27 -1.47 -0.524
O 1.73 5.36 -1.58 0.204
O 1.50 3.19 -0.98 0.097
C 2.13 2.03 -1.54 -0.223
C 1.60 1.68 -2.92 -0.101
C 0.18 1.07 -2.97 -0.251
C -0.67 1.26 -1.72 -0.571
S -2.28 0.48 -2.00 0.740
H 3.93 2.46 -0.48 0.181
H 2.06 1.16 -0.89 0.171
H 1.66 2.56 -3.56 0.135
H 2.30 0.96 -3.35 0.125
H -0.36 1.54 -3.79 0.107
H 0.25 0.01 -3.21 0.104
H -0.81 2.32 -1.53 0.071
H -0.22 0.83 -0.82 0.072
H -2.57 0.19 -0.72 -0.182
C -2.70 -2.81 1.93 -0.004
C -2.55 -1.31 2.04 -0.537
O -2.04 -0.65 1.15 -0.002
N -3.02 -0.72 3.16 0.011
C -3.66 -1.33 4.31 -0.077
H -2.27 -3.12 0.97 0.086
H -2.16 -3.31 2.73 0.086
H -3.74 -3.11 1.96 0.082
H -2.89 0.28 3.17 0.142
H -4.66 -0.94 4.45 0.083
H -3.08 -1.14 5.21 0.084
H -3.73 -2.41 4.16 0.071
C 6.90 -0.77 1.52 -0.024
C 6.10 -0.81 2.80 -0.553
O 4.97 -1.27 2.85 0.030
N 6.69 -0.32 3.93 0.000
C 8.01 0.26 4.07 -0.085
H 6.31 -1.19 0.72 0.050
H 7.15 0.26 1.26 0.080
H 7.82 -1.34 1.62 0.083
H 6.10 -0.38 4.75 0.136
H 8.60 -0.32 4.79 0.081
H 7.94 1.29 4.43 0.081
H 8.52 0.25 3.12 0.069
C -7.44 -1.63 -3.78 -0.014
C -6.20 -1.00 -3.17 -0.551
O -5.27 -0.61 -3.85 0.030
N -6.16 -0.89 -1.81 0.008
C -7.16 -1.29 -0.85 -0.084
H -7.30 -1.65 -4.86 0.081
H -7.57 -2.65 -3.42 0.082
H -8.33 -1.06 -3.54 0.082
H -5.32 -0.46 -1.47 0.120
H -7.51 -0.43 -0.27 0.082
H -6.75 -2.02 -0.15 0.078
H -8.02 -1.73 -1.35 0.069

---

13.
16
Properties=species:S:1:pos:R:3:lowdin_charge:R:1 method="wB97M-V/def2-TZVPD" relative_energy_kj_mol=867.2 homo_energy_ha=-0.3225 e_tot_ha=-379.757863
C -0.08 1.46 0.74 -0.035
C -0.24 0.38 -0.43 -0.556
C -1.69 -0.92 -0.04 -0.099
C -0.02 -1.15 -0.16 -0.152
C 1.14 0.54 -0.96 -0.215
H -0.36 2.50 0.20 0.108
H 1.26 1.37 0.68 0.141
H -0.53 1.24 2.02 0.161
H -1.80 -0.68 1.13 0.132
H -2.62 -1.55 -0.29 0.134
H 0.05 -1.37 -1.18 0.108
H 1.77 -2.01 0.91 0.213
H 1.37 1.20 -1.86 0.155
N 1.29 -1.04 0.46 -0.058
N 2.00 -0.23 -0.44 0.013
O -1.55 0.26 -0.78 -0.049

---

14.
11
Properties=species:S:1:pos:R:3:lowdin_charge:R:1 method="wB97M-V/def2-TZVPD" relative_energy_kj_mol=95.9 homo_energy_ha=-0.3124 e_tot_ha=-1485.982812
C 0.91 -0.35 -0.17 -0.683
C 0.33 -1.57 -0.24 -0.147
C -1.31 -0.25 -0.09 -0.790
C -0.23 0.57 -0.23 -0.607
H 2.47 0.55 1.33 -0.053
H 0.68 -2.60 -0.31 0.142
H -1.37 2.71 -0.12 -0.155
O -0.99 -1.52 -0.08 0.006
S 2.60 0.01 0.01 0.759
S -0.10 2.34 -0.15 0.791
Cl -2.99 0.09 0.06 0.736

---

15.
9
Properties=species:S:1:pos:R:3:lowdin_charge:R:1 method="wB97M-V/def2-TZVPD" relative_energy_kj_mol=359.0 spin_multiplicity=3 homo_energy_ha="-0.0242 / -0.1656" charge=-1 s2=2.02 e_tot_ha=-337.794000
C -3.25 0.19 -0.13 -0.404
C -0.20 0.32 -0.15 -0.277
N -4.21 0.79 -0.45 0.058
N -2.40 -0.50 0.54 -0.207
O -1.96 -1.64 0.07 -0.104
O -1.19 0.60 0.77 -0.261
H -0.44 0.62 -1.27 0.090
H 0.16 -0.72 -0.17 0.052
H 0.56 1.00 0.25 0.054

---

16.
12
Properties=species:S:1:pos:R:3:lowdin_charge:R:1 method="wB97M-V/def2-TZVPD" relative_energy_kj_mol=62.5 homo_energy_ha=-0.3424 e_tot_ha=-985.659705
C 0.29 1.30 0.16 -0.533
C 0.10 -0.11 -0.35 -0.618
H 1.61 0.59 1.89 -0.097
H 0.20 1.98 -0.77 0.114
H -0.58 1.57 0.81 0.081
H 1.86 -0.61 -0.46 0.012
H -1.85 -0.11 0.23 0.066
H -1.44 -2.78 -0.20 -0.151
N 0.94 -1.05 -0.54 0.107
N -1.25 -0.42 -0.53 -0.413
S 1.89 1.56 0.96 0.706
S -1.77 -1.93 -1.19 0.727